No. 1
The following is a DFT calculation (ωB97M-V/def2-TZVPD) of a cluster of 8 separate species, C24H69O29P7 in total in a non-equilibrium geometry.

Values from the calculation:
SMILES: COP(=O)(OC)OC.COP(=O)(OC)OC.COP(=O)(OC)OC.COP(=O)(OC)OC.COP(=O)(OC)OC.COP(=O)(OC)OC.COP(=O)(OC)OC.CC(C)=O
E: -5527.2581 hartree
HOMO level: -9.1541 eV
Gap between HOMO and LUMO: 0.3414 hartree
ΔE to the lowest compared entry with this formula, charge and spin: 1448.2 kJ/mol
Total charge: 0
E_LUMO: 0.136 eV
Spin multiplicity: 1

```
129
Properties=species:S:1:pos:R:3:forces:R:3
C 5.4079 -0.7183 0.2926 -0.66 0.04 -1.05
O 4.5271 0.2540 -0.2651 -1.92 1.02 1.45
P 5.0610 1.3776 -1.1679 3.68 1.15 0.69
O 6.5141 1.6255 -0.9222 -1.11 0.73 0.43
O 4.9600 0.7779 -2.5837 -1.20 0.38 -2.91
C 5.4631 1.5742 -3.7626 -7.95 4.04 4.03
O 4.1229 2.6744 -1.0278 -0.62 -0.78 0.84
C 4.7379 3.8605 -0.4608 1.23 1.07 -1.13
H 5.5395 -1.2419 -0.6519 1.88 -0.82 0.43
H 4.7235 -1.3871 0.8252 0.58 0.37 0.72
H 6.2469 -0.1793 0.8122 -0.65 -1.24 -0.57
H 6.3801 1.4113 -3.7909 8.26 -1.31 -0.45
H 5.2722 2.7748 -3.5300 0.35 -3.20 -0.87
H 4.9357 1.2200 -4.5865 -0.96 -0.33 -1.33
H 4.0814 4.7686 -0.4314 -0.24 -1.30 -0.34
H 5.4593 4.0436 -1.3305 0.00 0.57 2.27
H 5.1241 3.7824 0.6143 -0.08 -0.47 -1.85
C 0.4931 0.9676 1.0530 -1.88 -1.78 -0.44
O 1.4750 -0.0672 0.8544 1.53 -2.00 -0.20
P 1.5360 -0.7071 -0.6194 -1.99 -1.35 -2.55
O 0.2049 -0.9119 -1.3051 1.64 -0.17 1.96
O 2.2951 0.3931 -1.4226 0.25 1.59 -0.72
C 1.6805 1.1070 -2.4758 3.14 2.11 -4.45
O 2.5503 -2.0024 -0.7785 -1.39 2.41 2.54
C 3.0032 -2.4924 -2.0291 -13.18 5.15 -4.13
H -0.5115 0.3615 1.1511 1.65 1.67 0.45
H 0.4023 1.4318 0.0553 -0.06 0.94 0.98
H 0.8016 1.5566 1.9737 -0.61 -0.57 -1.52
H 1.5945 0.4550 -3.4579 -0.53 1.26 2.33
H 2.4718 2.0042 -2.8697 -1.19 -2.72 1.12
H 0.9305 1.8730 -2.3032 -1.16 -1.22 0.69
H 3.7842 -2.8519 -1.8723 12.41 -5.85 2.46
H 3.1346 -1.6970 -2.8272 -0.46 -0.72 0.99
H 2.2519 -3.2937 -2.3685 1.09 1.29 0.19
C -1.8264 0.4221 -4.1408 -2.50 -6.13 9.03
O -0.8785 -0.5763 -3.9127 1.85 -3.25 1.04
P -1.4159 -2.0553 -3.5350 -4.58 -0.48 -4.13
O -2.5157 -2.4470 -4.5217 1.64 0.77 0.91
O -0.2547 -3.0876 -3.7053 2.47 1.46 1.76
C -0.4650 -4.3103 -4.3434 2.46 -0.11 -3.39
O -2.1614 -2.2140 -2.1449 1.36 0.49 0.52
C -2.2581 -3.4993 -1.4872 0.58 5.85 2.57
H -2.3446 0.2806 -4.9182 -4.63 -2.26 -5.84
H -1.3994 1.2015 -4.3737 4.86 8.40 -0.86
H -2.4575 0.3551 -3.1729 0.54 1.35 -1.78
H -0.6465 -4.0862 -5.4236 -0.24 -0.50 0.89
H -1.2418 -4.7410 -3.8834 -3.23 -1.90 1.12
H 0.3644 -5.0876 -4.3244 -0.27 1.66 0.53
H -2.9347 -4.0750 -1.8567 -4.35 -3.44 -3.00
H -2.6093 -3.2056 -0.5068 0.16 -0.30 0.35
H -1.3769 -3.9582 -1.4381 3.81 -1.75 0.30
C -2.5855 3.8053 5.7778 3.16 0.94 -2.91
O -2.5593 2.3813 5.6348 0.53 -1.65 -0.24
P -3.0041 1.6025 4.3188 -1.43 0.42 -1.25
O -3.3176 2.5083 3.2218 0.36 0.44 -0.75
O -1.9465 0.4699 3.7592 -1.59 5.05 -2.59
C -1.5688 -0.4705 4.5838 5.47 -1.24 2.77
O -4.2969 0.7841 4.7872 -0.72 -0.19 -1.09
C -5.1476 0.1491 3.6719 1.73 -4.74 4.03
H -2.9907 4.0242 6.6884 -1.21 0.43 2.36
H -3.1312 4.2831 4.9531 0.05 -0.31 0.28
H -1.4887 4.2694 5.7620 -2.16 -1.29 -0.02
H -2.2772 -1.1491 4.6396 -3.69 -3.40 1.43
H -1.1936 -0.0035 5.4772 -0.46 -0.31 1.29
H -0.6764 -1.1052 4.3550 -0.24 0.89 -1.11
H -4.4326 -0.7210 3.3247 -1.95 1.66 0.22
H -5.5542 0.6969 2.9260 -0.10 2.68 -2.35
H -6.1241 -0.2871 4.1524 2.30 0.58 -0.24
C 1.7254 -3.8135 4.3845 0.11 0.01 0.99
O 0.8341 -4.2906 3.4049 -0.11 0.92 -1.77
P 1.1855 -4.1206 1.8291 1.55 -1.42 -0.26
O 0.8679 -5.3168 1.0490 0.16 -0.24 0.33
O 0.3495 -2.9261 1.1833 7.90 -0.41 -1.87
C -0.8642 -2.7532 1.4881 -8.79 1.65 4.28
O 2.8056 -3.7503 1.8228 -2.70 0.94 0.54
C 3.6366 -4.4059 0.8911 0.46 1.05 -2.86
H 1.2656 -3.4912 5.2974 -1.22 -0.94 0.67
H 2.1520 -2.8787 4.2011 1.16 1.38 -1.47
H 2.4863 -4.5391 4.5782 0.45 -0.40 0.17
H -0.8611 -2.4524 2.5819 -0.74 -0.55 -0.52
H -1.5322 -3.7269 1.4285 1.03 1.99 -0.26
H -1.3963 -1.7915 1.0930 1.18 -2.05 -0.39
H 4.4001 -3.6842 0.2810 -2.71 -1.02 0.85
H 2.9719 -5.1048 0.2899 1.44 0.85 0.32
H 4.3958 -4.8697 1.4218 0.95 -1.78 1.36
C -1.9685 6.6080 -2.8672 -0.16 6.01 0.52
O -0.7902 5.9328 -2.4297 -1.32 -2.50 2.30
P -1.1638 4.3550 -1.9291 1.46 -1.50 -5.52
O -1.2122 3.5782 -3.2229 0.87 0.56 1.87
O -0.0851 3.6828 -0.8902 -3.66 2.13 0.07
C 1.1963 4.1890 -0.7859 2.77 -1.73 -2.08
O -2.5927 4.2831 -1.3584 -0.85 1.19 2.38
C -3.0010 3.0703 -0.6845 3.80 -2.49 -1.40
H -2.5568 6.2361 -3.7257 0.53 -0.64 0.78
H -1.5043 7.6889 -3.2739 -1.19 -2.83 0.84
H -2.6702 7.0583 -1.9667 1.65 -1.82 -2.10
H 1.4210 5.2321 -0.7526 -0.85 0.98 0.44
H 1.6388 3.8413 -1.7561 0.58 0.45 0.89
H 1.7032 3.6483 0.0101 -0.03 0.13 0.11
H -3.9446 3.1638 -0.2372 -1.53 0.15 -0.23
H -2.3091 2.8295 0.1687 -0.46 0.50 -0.65
H -2.7369 2.2206 -1.4899 -1.52 1.55 1.84
C -5.3679 0.2456 -2.9916 1.21 2.86 -1.15
O -4.5287 -0.7252 -2.3419 0.34 0.66 0.01
P -5.2054 -1.4697 -1.1214 -4.40 3.26 3.19
O -6.5680 -0.8818 -0.7694 2.48 -0.82 -0.89
O -5.4374 -2.9593 -1.5291 1.65 -0.72 1.18
C -5.5358 -3.2631 -2.8998 3.47 0.21 -2.99
O -4.3376 -1.2399 0.2847 0.97 -1.59 -1.62
C -3.3897 -0.1453 0.4090 -3.34 1.62 -5.74
H -6.2585 -0.1486 -3.3142 -2.16 -1.52 -0.41
H -4.9548 0.6724 -3.9909 0.34 -0.97 2.01
H -5.6842 1.1132 -2.3544 0.80 -0.87 -0.20
H -4.6156 -2.7098 -3.4968 -2.56 -0.98 1.20
H -6.5228 -2.9530 -3.2416 0.14 -0.36 -0.29
H -5.2168 -4.3254 -3.1346 -1.13 0.95 0.81
H -4.0730 0.7567 -0.1416 2.52 -1.77 1.99
H -2.4467 -0.2794 -0.1242 -0.27 -0.31 -0.71
H -3.0965 0.0240 1.3586 -0.05 0.58 3.51
C 4.5395 -1.0668 3.8925 -0.36 -2.56 -0.94
C 4.0666 0.2128 4.5481 3.71 0.13 5.30
C 3.6310 1.4587 3.8233 -0.95 0.60 2.42
O 4.4130 0.3671 5.7912 -1.94 -0.81 -4.65
H 5.5471 -1.0664 3.4989 0.48 1.31 -0.28
H 3.9665 -1.4324 3.0291 -0.30 0.64 0.03
H 4.7210 -2.0606 4.4211 -1.01 1.66 0.75
H 4.4602 1.8324 3.2057 -0.41 -0.07 0.07
H 3.3983 2.1662 4.7529 0.55 -1.13 -2.38
H 2.7125 1.2765 3.2657 0.19 0.18 -0.36
```
Forces are in eV/Å.

Löwdin population analysis, charges in e, atoms 1 to 4: number 1, C, carries -0.05; number 2, O, carries -0.26; number 3, P, carries 0.30; number 4, O, carries -0.25

***

No. 2
The following is a DFT calculation (ωB97M-V/def2-TZVPD) of a structure of composition C8H40B5K2O4Zr in a non-equilibrium geometry.

Values from the calculation:
E: -2000.4552 hartree
HOMO level: -11.6594 eV
Gap between HOMO and LUMO: 0.2988 hartree
Total charge: +1
E_LUMO: -3.529 eV
Spin multiplicity: 1

```
60
Properties=species:S:1:pos:R:3:forces:R:3
Zr 19.1237 -33.8626 8.4812 1.57 0.29 1.20
K 20.2653 -35.0848 12.7953 0.11 -0.53 0.14
K 20.8167 -29.6042 11.1883 0.29 -0.07 -0.39
B 19.4508 -35.8172 9.7692 -0.41 -1.57 0.27
H 19.5906 -36.6252 10.6229 0.06 -0.27 0.15
H 20.4125 -35.1874 9.6054 1.07 0.60 -0.38
H 19.1433 -36.2556 8.7190 -0.34 -0.55 -1.01
H 18.5552 -35.1331 10.0422 -1.10 1.03 0.65
B 16.9037 -33.3384 10.5716 -1.68 -0.13 1.39
H 17.6648 -33.4099 9.6226 0.01 0.29 -0.60
H 16.2965 -32.2981 10.6295 0.25 0.26 -0.65
H 16.1178 -34.2425 10.4113 0.11 -0.17 -0.10
H 17.4967 -33.4207 11.6210 0.39 -0.35 -0.11
B 18.9295 -31.8487 7.3724 -0.43 1.70 -0.56
H 18.8703 -32.7531 6.6315 -0.21 -1.31 -0.93
H 18.0639 -31.8909 8.1619 -1.22 -0.52 0.81
H 19.8588 -32.0745 8.0445 1.58 -0.04 0.40
H 18.9901 -30.7628 6.8992 0.06 -0.07 -0.17
B 20.1203 -32.8612 10.5503 0.77 0.50 0.97
H 20.7818 -32.1533 11.2589 0.25 0.32 -0.05
H 20.8719 -33.3865 9.8182 0.88 -0.43 -0.69
H 19.5800 -33.6405 11.2054 -0.50 -0.15 0.20
H 19.4052 -32.2197 9.8929 -1.07 0.88 -0.14
B 21.0315 -34.4944 7.0961 1.52 0.18 -2.30
H 21.0396 -33.6974 7.9638 0.20 0.91 0.94
H 20.8609 -33.9638 6.0321 -0.35 0.33 0.15
H 22.1346 -34.9478 7.0061 -0.10 -0.46 0.48
H 20.1937 -35.2770 7.3283 -1.08 -0.98 0.13
C 23.9851 -30.1722 12.7468 0.53 0.05 0.00
O 23.6545 -29.8264 11.4118 -0.12 0.04 0.61
C 24.7238 -30.1237 10.5250 -0.46 -0.32 -0.33
C 24.3116 -29.5765 9.1759 0.10 0.77 0.28
O 23.0599 -30.0652 8.7511 0.01 -0.31 -0.02
C 23.0159 -31.4694 8.5126 -0.18 0.24 -0.42
H 24.7760 -29.5310 13.1520 -0.13 0.19 -0.10
H 24.3947 -31.1866 12.7961 -0.36 -0.14 0.05
H 23.0994 -30.0566 13.3686 -0.02 -0.15 0.03
H 24.8359 -31.2152 10.4750 0.11 0.03 0.03
H 25.6670 -29.7055 10.8859 -0.03 0.18 -0.10
H 25.1208 -29.6973 8.4466 -0.19 -0.36 -0.12
H 24.1449 -28.5002 9.2679 0.17 0.00 0.07
H 23.9585 -31.8391 8.1042 0.08 -0.02 0.12
H 22.2541 -31.6210 7.7500 -0.05 -0.09 0.03
H 22.7284 -32.0211 9.4098 0.16 -0.06 0.07
C 20.2335 -38.3855 14.4459 -0.28 -0.71 0.50
O 21.0392 -37.6508 13.5563 0.27 0.57 0.12
C 21.6939 -38.4567 12.5963 -0.06 0.02 -0.38
C 22.7875 -37.6859 11.8695 1.15 0.35 0.56
O 22.5373 -36.2933 11.7662 -0.98 0.07 -0.08
C 23.3175 -35.6507 10.7825 0.21 0.26 -0.01
H 19.3294 -38.7706 13.9629 0.04 0.05 -0.08
H 19.9437 -37.7779 15.3031 0.02 0.35 -0.26
H 20.7657 -39.2369 14.8867 0.13 0.01 -0.25
H 20.9641 -38.8505 11.8809 -0.07 0.00 0.06
H 22.1955 -39.2938 13.0910 -0.17 -0.13 -0.02
H 22.9987 -38.1384 10.8960 -0.33 0.04 -0.09
H 23.7308 -37.7532 12.4302 -0.09 -0.27 0.06
H 23.0621 -36.0054 9.7801 0.13 -0.03 0.00
H 24.3892 -35.7615 10.9862 -0.05 -0.23 -0.12
H 23.1104 -34.5796 10.8393 -0.18 -0.06 -0.03
```
Forces are in eV/Å.

Löwdin population analysis, charges in e, atoms 1 to 4: number 1, Zr, carries 1.57; number 2, K, carries 0.88; number 3, K, carries 0.90; number 4, B, carries -0.44

***

No. 3
The following is a DFT calculation (ωB97M-V/def2-TZVPD) of a cluster of 5 separate species, C19H35BN6O12Si in total in a non-equilibrium geometry.

Values from the calculation:
E: -2289.9576 hartree
HOMO level: -14.2730 eV
Gap between HOMO and LUMO: 0.2672 hartree
Total charge: +2
E_LUMO: -7.003 eV
Spin multiplicity: 1

```
74
Properties=species:S:1:pos:R:3:forces:R:3
C 5.0015 -0.2667 2.0639 -0.48 -0.31 -0.28
Si 4.1247 0.3608 0.5348 0.43 0.54 -0.01
C 5.3182 0.5728 -0.8660 -0.27 0.00 0.15
C 3.3698 2.0114 0.9360 -0.07 -0.13 -0.05
O 2.8958 -0.6917 0.0302 0.00 -0.08 0.42
C 3.1293 -2.0732 0.0429 -0.02 -0.18 -0.16
C 1.8010 -2.8091 -0.2571 0.28 -0.10 -0.16
N 0.6700 -1.8872 -0.0538 -0.36 -0.30 0.08
C 0.0613 -1.3167 -1.1004 0.10 0.04 0.02
C -0.9684 -0.4225 -0.9085 -0.07 0.11 0.22
C -1.3557 -0.1011 0.3898 0.06 -0.08 -0.15
C -2.4481 0.8896 0.6053 0.02 0.03 0.05
C -3.7830 0.5242 0.4369 0.30 -0.14 -0.12
C -4.7650 1.4655 0.5964 -0.16 0.18 0.08
N -4.4217 2.7207 0.9247 -0.26 0.03 -0.22
O -5.4220 3.6198 1.1093 -0.04 0.14 0.25
B -5.6681 4.4788 -0.0659 -0.38 0.40 -0.26
O -5.1113 5.7122 -0.0375 0.60 -0.76 0.31
O -6.5152 4.0047 -1.0091 0.62 -0.45 0.19
C -3.1554 3.1131 1.1235 -0.16 0.18 0.14
C -2.1441 2.2040 0.9637 0.18 -0.32 -0.01
C -0.7073 -0.7101 1.4628 -0.13 0.20 -0.10
C 0.2993 -1.6055 1.2057 0.20 0.04 -0.06
H 4.4006 -1.0000 2.6055 0.05 -0.05 0.10
H 5.9446 -0.7371 1.7926 0.10 0.00 0.16
H 5.1708 0.5646 2.7453 0.19 0.05 0.00
H 4.8601 1.1913 -1.6364 0.09 -0.14 -0.04
H 5.6026 -0.3914 -1.2860 0.22 0.03 -0.08
H 6.1963 1.0986 -0.4898 0.17 -0.12 -0.08
H 4.2104 2.7094 0.9532 -0.01 0.08 0.01
H 2.9164 2.0402 1.9267 -0.14 0.00 0.00
H 2.6746 2.3653 0.1756 -0.07 0.02 0.00
H 3.8516 -2.3522 -0.7292 0.02 -0.07 -0.02
H 3.5203 -2.4475 0.9916 0.05 0.21 0.12
H 1.7618 -3.1742 -1.2794 -0.11 0.14 -0.07
H 1.6696 -3.6671 0.3985 -0.02 -0.01 0.04
H 0.4059 -1.5872 -2.0882 0.06 -0.01 0.04
H -1.4553 0.0072 -1.7710 -0.01 0.00 -0.03
H -4.0681 -0.4778 0.1527 0.05 -0.05 -0.01
H -5.8223 1.2742 0.4815 -0.02 0.07 0.01
H -4.3854 5.8465 -0.6569 -0.32 0.57 -0.22
H -6.1422 3.5641 -1.7786 -0.37 0.13 -0.25
H -3.0113 4.1429 1.4171 -0.08 0.03 -0.01
H -1.1274 2.5324 1.1261 0.06 -0.05 -0.03
H -0.9742 -0.4905 2.4860 -0.02 -0.02 0.04
H 0.8469 -2.1075 1.9908 0.01 -0.02 -0.01
C 2.6291 2.9037 -4.7921 0.10 0.08 0.01
N 2.8471 2.0218 -3.6116 0.06 0.00 -0.01
O 3.3901 2.4949 -2.6356 -0.19 0.13 -0.06
O 2.4664 0.8709 -3.6997 -0.13 -0.03 0.02
H 3.0216 3.8852 -4.5581 0.02 0.00 0.02
H 3.1515 2.4542 -5.6309 -0.04 -0.04 -0.02
H 1.5610 2.9308 -4.9826 -0.01 -0.06 -0.04
C 5.6396 -5.6524 -0.8555 0.15 -0.01 0.07
N 4.8619 -5.2518 0.3511 0.07 -0.03 0.00
O 5.3431 -4.4227 1.0932 -0.03 0.11 -0.04
O 3.7792 -5.7805 0.5132 -0.15 0.11 -0.10
H 6.5697 -5.0980 -0.8583 0.00 0.01 0.03
H 5.8126 -6.7219 -0.7870 -0.05 -0.02 -0.02
H 5.0307 -5.4240 -1.7248 -0.04 -0.06 0.00
C -5.8020 2.4505 4.0106 0.00 -0.07 -0.08
N -5.9656 1.6630 5.2657 0.02 0.05 -0.04
O -5.9435 0.4533 5.1610 0.03 -0.06 0.00
O -6.0971 2.2919 6.2859 -0.01 0.00 0.06
H -5.6990 1.7310 3.2067 -0.03 0.01 -0.02
H -6.6802 3.0736 3.8758 0.00 0.03 0.09
H -4.9143 3.0667 4.1250 -0.04 0.06 0.06
C -3.3211 -3.8545 -2.0243 -0.15 0.02 0.00
N -3.0088 -2.4515 -2.4164 -0.12 -0.05 -0.07
O -3.6988 -1.5536 -1.9620 0.05 -0.01 0.16
O -2.0774 -2.2744 -3.1683 0.13 0.00 0.06
H -4.1733 -3.8422 -1.3566 -0.01 0.03 0.00
H -3.5382 -4.4019 -2.9368 0.06 -0.01 -0.02
H -2.4360 -4.2600 -1.5430 0.04 -0.02 -0.06
```
Forces are in eV/Å.

Löwdin population analysis, charges in e, atoms 1 to 4: number 1, C, carries -0.14; number 2, Si, carries 0.43; number 3, C, carries -0.14; number 4, C, carries -0.16

***

> What is the gap between HOMO and LUMO in the second record?

0.2988 hartree

***

> Which of these has the lowest E?

C24H69O29P7